Record 1
Molecular formula: C30H74N8O12Si2
Method: DFT, ωB97M-V/def2-TZVPD

Its net charge is 0. Its HOMO-LUMO gap is 9.10 eV. The HOMO energy is -8.64 eV. The LUMO energy comes out at 0.5 eV.

CARTESIAN COORDINATES (ANGSTROEM)
C  1.33583  -1.16879  4.76814
C  0.59224  -0.68912  3.53921
O  -0.79528  -0.54545  3.87529
C  0.75544  -1.60200  2.32927
O  0.82290  -0.84446  1.12159
Si  2.21688  -0.72469  0.24444
O  2.88146  0.77519  0.40670
Si  3.73136  1.23138  1.76592
C  2.73668  2.32486  2.89895
C  1.80708  3.32494  2.20385
C  0.65918  2.69077  1.42193
O  -0.56153  3.34958  1.78208
H  0.82708  -2.01512  5.22325
H  1.41044  -0.36053  5.49213
H  2.35043  -1.45549  4.49716
H  0.97872  0.28860  3.25532
H  -1.11969  0.25298  3.46571
H  1.61787  -2.25862  2.44144
H  -0.13296  -2.23005  2.26885
H  1.89287  -0.92278  -1.16224
H  3.16317  -1.75385  0.72671
H  4.90012  2.00376  1.30759
H  4.23795  0.03947  2.49538
H  2.20291  1.77469  3.66787
H  3.49967  2.90504  3.42477
H  1.34404  3.94516  2.97003
H  2.39928  3.95204  1.53808
H  0.58705  1.62765  1.66024
H  0.82982  2.75845  0.34706
H  -1.28250  2.83020  1.43098
C  1.11095  -3.59955  -5.11956
C  1.08259  -2.39996  -4.20471
O  1.88578  -2.25570  -3.29282
N  0.11421  -1.48036  -4.42323
C  -0.94476  -1.48923  -5.41970
H  1.93838  -4.23654  -4.82030
H  0.17660  -4.15447  -5.03259
H  1.25512  -3.29722  -6.15760
H  0.15146  -0.70165  -3.78446
H  -0.86253  -0.61049  -6.06246
H  -1.91186  -1.46719  -4.91998
H  -0.88313  -2.38062  -6.03390
C  -0.70187  2.63520  6.29561
C  0.52450  3.52006  6.28050
O  1.49900  3.25490  5.59834
N  0.50240  4.63473  7.05891
C  -0.56096  5.10532  7.92332
H  -0.52208  1.79578  5.63085
H  -0.89841  2.25497  7.29863
H  -1.58004  3.18118  5.94938
H  1.34775  5.18012  7.00289
H  -0.90380  6.09371  7.61276
H  -0.21944  5.16955  8.95784
H  -1.40408  4.42448  7.88425
C  -2.91664  -1.76505  -2.01139
C  -4.00564  -1.04552  -2.76952
O  -3.81106  -0.52262  -3.85799
N  -5.24109  -0.99504  -2.20308
C  -5.66221  -1.55115  -0.93348
H  -2.00109  -1.73174  -2.59253
H  -2.73994  -1.29541  -1.04226
H  -3.17984  -2.81158  -1.86009
H  -5.93154  -0.51340  -2.76034
H  -6.45766  -2.28428  -1.07837
H  -6.03640  -0.76722  -0.27269
H  -4.82765  -2.04244  -0.44526
C  -3.04875  -6.48219  -3.75111
C  -1.80054  -5.69751  -3.44122
O  -1.73204  -4.48363  -3.58082
N  -0.72637  -6.39193  -2.98523
C  -0.62928  -7.81585  -2.73123
H  -3.80922  -5.78592  -4.09244
H  -2.85746  -7.21138  -4.54034
H  -3.40295  -7.01547  -2.86580
H  0.07985  -5.81574  -2.79764
H  -0.39510  -8.00407  -1.68248
H  0.15310  -8.26544  -3.34582
H  -1.57310  -8.29965  -2.95698
C  7.89729  3.03766  0.53542
C  7.83003  3.59311  1.93680
O  6.82107  3.51549  2.62183
N  8.94079  4.21174  2.41662
C  10.20592  4.42166  1.74245
H  6.93890  2.58233  0.30582
H  8.09342  3.83847  -0.17860
H  8.67718  2.27905  0.45396
H  8.83405  4.56277  3.35464
H  11.02082  3.94447  2.29055
H  10.42389  5.48702  1.65434
H  10.16929  4.00204  0.74379
C  -6.52925  -7.99308  -0.76632
C  -5.32890  -8.84181  -1.11395
O  -4.24936  -8.34275  -1.39525
N  -5.48836  -10.18804  -1.10476
C  -6.68452  -10.94929  -0.79934
H  -6.23267  -6.95091  -0.82081
H  -7.34630  -8.16753  -1.46679
H  -6.88158  -8.21033  0.24226
H  -4.65103  -10.69523  -1.34368
H  -6.51574  -11.60530  0.05564
H  -6.97872  -11.56305  -1.65173
H  -7.50392  -10.28061  -0.56071
C  5.54907  6.03537  0.81564
C  6.59053  6.77408  0.00946
O  7.53871  6.20345  -0.50910
N  6.44628  8.12006  -0.11841
C  5.39891  8.96261  0.42266
H  5.80203  4.98173  0.82442
H  5.53292  6.39332  1.84534
H  4.55504  6.15734  0.38315
H  7.17320  8.55413  -0.66442
H  4.86035  9.47324  -0.37752
H  5.81582  9.71724  1.09197
H  4.69003  8.36328  0.98295
C  -5.61407  1.95606  -4.52018
C  -6.97250  2.38290  -4.02158
O  -7.93286  1.62799  -4.03162
N  -7.09515  3.64685  -3.53155
C  -6.07347  4.66956  -3.43184
H  -5.67474  0.93557  -4.87610
H  -5.27205  2.59461  -5.33582
H  -4.87975  1.99167  -3.71593
H  -8.02359  3.86661  -3.20824
H  -5.92575  4.97053  -2.39311
H  -6.35153  5.55348  -4.00866
H  -5.13140  4.29383  -3.81524

***

Record 2
Molecular formula: C30H75MnO20P4
Method: DFT, ωB97M-V/def2-TZVPD

The multiplicity is 6. Its net charge is +1. Its HOMO-LUMO gap (alpha / beta) is 8.84 / 9.23 eV. The HOMO energy (alpha / beta) is -10.93 / -11.61 eV. The energy above the lowest of the compared OMol25 structures with the same formula, charge and spin comes out at 0.000 eV. The LUMO energy (alpha / beta) comes out at -2.1 / -2.4 eV. The expectation value of S² is 8.754.

CARTESIAN COORDINATES (ANGSTROEM)
Mn  -1.76601  0.90056  0.57760
O  -0.14830  0.52578  -0.44832
H  -0.29974  0.07568  -1.30214
C  -2.48280  0.05709  6.29601
O  -1.59299  -0.47169  5.35201
C  -2.16574  -0.99272  4.14775
C  -1.20854  -1.01379  3.00320
O  -0.91780  0.22170  2.34324
C  -0.77847  1.35609  3.27102
C  -0.06235  2.40769  2.45986
O  -0.88052  2.74305  1.30912
C  -0.13581  3.60566  0.43185
H  -3.33525  -0.57527  6.54409
H  -2.88881  0.96624  5.85249
H  -2.05781  0.44086  7.22348
H  -3.10744  -0.50849  3.88926
H  -2.48409  -2.00822  4.38339
H  -1.56228  -1.71245  2.24502
H  -0.30394  -1.46496  3.41095
H  -0.10774  1.15013  4.10517
H  -1.75100  1.66892  3.65104
H  0.91114  1.96338  2.25249
H  0.20636  3.27825  3.05822
H  0.64204  2.99360  -0.02467
H  0.23524  4.50341  0.92629
H  -0.92649  3.87812  -0.26721
C  5.53030  0.27245  -6.67963
C  4.30375  -0.11037  -5.82064
O  4.59052  -0.19292  -4.43613
P  4.81431  1.19468  -3.55593
O  4.09195  2.32747  -4.19869
O  4.46005  0.82396  -2.03950
C  3.03337  0.70885  -1.70965
C  2.77959  -0.79004  -1.81697
O  6.43770  1.26731  -3.54227
C  7.22381  0.22589  -2.96793
C  7.95338  0.72809  -1.70804
H  5.31411  0.07870  -7.73026
H  5.82303  1.31292  -6.53876
H  6.43762  -0.30364  -6.49802
H  3.43926  0.51647  -6.03936
H  4.01683  -1.11463  -6.13250
H  2.82204  1.08575  -0.70895
H  2.43908  1.30105  -2.40550
H  3.36450  -1.20732  -0.99731
H  1.70395  -0.94117  -1.72610
H  3.19776  -1.19523  -2.73841
H  6.60837  -0.65221  -2.77227
H  8.02707  -0.06552  -3.64465
H  8.75045  1.44687  -1.89812
H  7.20216  1.15834  -1.04572
H  8.38827  -0.08498  -1.12676
C  0.52219  2.68965  -4.32135
C  -0.42880  2.25542  -3.17005
O  -1.71799  2.81312  -3.36152
P  -2.98104  2.20988  -2.53928
O  -2.69780  1.84605  -1.11527
O  -4.10977  3.38015  -2.74047
C  -5.16236  3.61027  -1.78740
C  -6.38983  4.06726  -2.60719
O  -3.43818  0.94374  -3.45367
C  -4.06051  1.13561  -4.72212
C  -4.68341  -0.18964  -5.18171
H  0.51883  3.77046  -4.46252
H  1.49049  2.22327  -4.13973
H  0.18224  2.15154  -5.20621
H  -0.39997  1.16580  -3.16625
H  -0.08738  2.62151  -2.20180
H  -5.37281  2.71950  -1.19550
H  -4.80889  4.39299  -1.11619
H  -6.18385  4.99287  -3.14470
H  -6.79170  3.28961  -3.25671
H  -7.22343  4.30343  -1.94580
H  -4.85849  1.87721  -4.75890
H  -3.27936  1.57859  -5.33991
H  -5.06284  -0.01006  -6.18763
H  -3.88925  -0.93624  -5.18403
H  -5.45069  -0.60036  -4.52543
C  -2.22944  -2.90331  -3.05248
C  -1.99839  -3.32076  -1.61009
O  -3.30594  -3.18431  -1.09145
P  -3.74002  -1.96847  -0.07803
O  -2.65014  -0.98784  0.15207
O  -5.20873  -1.48662  -0.72098
C  -5.77278  -0.31628  -0.24079
C  -7.20226  -0.14473  -0.75504
O  -4.19452  -2.76052  1.25235
C  -5.07005  -3.88179  1.22118
C  -4.24449  -5.16753  1.20943
H  -2.79405  -1.97096  -3.04666
H  -1.28860  -2.89028  -3.60270
H  -2.88722  -3.59707  -3.57605
H  -1.72227  -4.37292  -1.54057
H  -1.30200  -2.61772  -1.15307
H  -5.64377  -0.37833  0.83977
H  -5.10404  0.40947  -0.70359
H  -7.57766  0.84048  -0.47840
H  -7.30486  -0.26337  -1.83370
H  -7.88152  -0.89035  -0.34180
H  -5.46283  -3.90143  2.23776
H  -5.77714  -3.79797  0.39589
H  -3.34122  -5.09631  1.81534
H  -4.89530  -5.93429  1.62970
H  -3.87464  -5.44756  0.22308
C  2.58868  0.12740  7.13692
C  1.73881  -0.15025  5.91691
O  2.35975  -0.96646  4.89940
P  3.82377  -0.57731  4.33763
O  4.23134  0.83071  4.50452
O  3.67273  -1.00979  2.77391
C  2.58475  -0.52805  1.97067
C  1.89525  -1.76634  1.40982
O  4.76258  -1.74689  5.02602
C  5.80806  -1.41676  5.87367
C  7.00784  -2.19275  5.35291
H  3.50578  0.68181  6.93781
H  1.93820  0.58761  7.88068
H  2.92767  -0.82655  7.54087
H  0.79841  -0.58828  6.25139
H  1.57708  0.84441  5.50145
H  1.91725  0.03508  2.62292
H  3.02367  0.11417  1.20713
H  1.50188  -2.32996  2.25580
H  1.07936  -1.51108  0.73361
H  2.54941  -2.48436  0.91523
H  5.97488  -0.34522  5.76377
H  5.80739  -1.72638  6.91877
H  6.78218  -3.25893  5.33206
H  7.37117  -1.89058  4.37068
H  7.82644  -1.95492  6.03221

***

Record 3
Molecular formula: C30H76BN4Na2O2
Method: DFT, ωB97M-V/def2-TZVPD

Its net charge is +1. Its HOMO-LUMO gap is 9.29 eV. The HOMO energy is -11.29 eV. The LUMO energy comes out at -2.0 eV.

CARTESIAN COORDINATES (ANGSTROEM)
Na  -1.18626  21.63334  -3.23946
Na  -5.52671  19.79101  -2.42227
B  -3.41433  21.08625  -1.93384
H  -3.45730  21.19266  -3.13712
H  -3.10545  19.93120  -1.67238
H  -2.57161  21.81046  -1.48679
H  -4.46441  21.34699  -1.41495
C  -5.38772  19.79150  1.10045
C  -5.20694  18.39996  0.52255
N  -5.94468  18.08882  -0.72245
C  -7.39419  18.12414  -0.46879
C  -8.24131  17.94518  -1.72363
C  -5.52562  16.76196  -1.17871
C  -4.18712  16.79111  -1.91685
H  -4.87103  19.83158  2.06106
H  -6.42588  20.05846  1.29037
H  -4.93825  20.56105  0.47226
H  -4.14602  18.23228  0.33962
H  -5.50754  17.66677  1.28917
H  -7.67459  17.34452  0.25794
H  -7.64647  19.07194  -0.00071
H  -7.91012  18.58783  -2.54323
H  -8.24473  16.90929  -2.06135
H  -9.28511  18.16740  -1.50021
H  -6.24468  16.39090  -1.90905
H  -5.50365  16.02843  -0.36147
H  -3.39680  17.25327  -1.32493
H  -4.30637  17.38299  -2.82878
H  -3.87323  15.78692  -2.19473
C  -2.59448  24.78162  -2.50265
C  -1.08258  24.88130  -2.60563
N  -0.53081  24.05510  -3.69839
C  -1.13984  24.43539  -4.98465
C  -1.03184  25.91694  -5.40566
C  0.93598  24.19450  -3.76711
C  1.66623  23.69348  -2.53303
H  -3.13149  25.50131  -3.12299
H  -2.93613  24.97799  -1.48276
H  -2.94055  23.76904  -2.72010
H  -0.77502  25.92780  -2.73229
H  -0.65612  24.52670  -1.66777
H  -0.63508  23.83205  -5.74280
H  -2.20118  24.18819  -4.98095
H  -1.11966  25.99230  -6.48770
H  -1.82986  26.50532  -4.95048
H  -0.09320  26.37824  -5.10526
H  1.22747  25.22997  -3.97506
H  1.25620  23.59506  -4.62381
H  1.47107  22.64137  -2.32658
H  1.40088  24.25699  -1.63854
H  2.73793  23.82315  -2.68578
C  -2.20465  21.62827  -6.84951
C  -0.79496  21.08042  -6.77957
N  -0.51281  20.27679  -5.57069
C  0.86619  19.78533  -5.60492
C  1.87474  20.80630  -5.07469
C  -1.42217  19.11466  -5.51701
C  -1.49464  18.45077  -4.15493
H  -2.53856  22.04299  -5.89569
H  -2.94303  20.90946  -7.20168
H  -2.22122  22.44630  -7.57476
H  -0.57492  20.46380  -7.66406
H  -0.08862  21.91146  -6.77600
H  1.17507  19.49778  -6.62034
H  0.92711  18.88827  -4.98890
H  2.88023  20.39451  -5.02912
H  1.56961  21.18111  -4.09744
H  1.89378  21.66835  -5.74778
H  -2.41864  19.44467  -5.80943
H  -1.12722  18.38202  -6.28424
H  -2.31192  17.72425  -4.14556
H  -0.59429  17.88149  -3.91968
H  -1.72080  19.14155  -3.34206
C  -7.72949  21.74246  -1.27980
C  -7.92163  21.68879  -2.79216
N  -6.65101  21.71084  -3.54826
C  -5.93620  22.98464  -3.35492
C  -6.66761  24.24600  -3.78977
C  -6.91549  21.39965  -4.95257
C  -5.64223  21.23754  -5.78171
H  -8.65827  21.43285  -0.80556
H  -7.49555  22.76504  -0.98136
H  -6.88687  21.12613  -0.95726
H  -8.45443  20.78108  -3.08411
H  -8.54989  22.52844  -3.11548
H  -5.61186  23.05005  -2.31734
H  -5.00368  22.89500  -3.91617
H  -7.49383  24.51804  -3.13173
H  -5.98253  25.09719  -3.76746
H  -7.03127  24.19044  -4.81639
H  -7.56095  22.14933  -5.43081
H  -7.45300  20.44813  -4.99020
H  -5.89134  20.77676  -6.73622
H  -4.90881  20.63810  -5.23594
H  -5.17429  22.19934  -5.99898
C  -0.79234  19.79861  0.31381
C  0.14886  19.69036  -0.84944
O  0.32778  20.62879  -1.60618
C  0.93949  18.43451  -0.98536
H  -0.31716  19.47401  1.23832
H  -1.66941  19.17179  0.13015
H  -1.14644  20.82478  0.38120
H  1.67491  18.40119  -0.17330
H  1.51087  18.38332  -1.90947
H  0.32565  17.53908  -0.87434
C  -2.61013  23.17282  1.47424
C  -4.00509  23.65221  1.84195
O  -4.30744  23.84681  2.99229
C  -4.97292  23.91508  0.70307
H  -1.96084  24.04781  1.56616
H  -2.56074  22.88358  0.42229
H  -2.29088  22.36014  2.11955
H  -5.98651  23.92113  1.10098
H  -4.85353  23.11921  -0.03015
H  -4.76768  24.90032  0.28046

***

no.,E_tot (Eh)
1,-3107.61018
2,-5209.44863
3,-1907.46635